(1)
{"formula": "C14H25N3O3S", "method": "ωB97M-V/def2-TZVPD", "species": ["O", "S", "O", "C", "C", "C", "C", "C", "N", "N", "H", "H", "H", "H", "H", "H", "H", "C", "C", "C", "C", "C", "C", "N", "O", "C", "C", "C", "H", "H", "H", "H", "H", "H", "H", "H", "H", "H", "H", "H", "H", "H", "H", "H", "H", "H"], "xyz": [[4.745, 1.680, 2.698], [3.349, 2.259, 2.360], [2.590, 1.222, 1.451], [2.326, 2.682, 3.911], [0.751, 2.800, 3.348], [0.279, 4.336, 3.057], [-1.284, 4.328, 2.450], [-1.841, 2.796, 2.342], [-1.197, 1.509, 2.721], [0.068, 1.503, 3.215], [3.416, 3.478, 1.615], [2.680, 3.713, 4.362], [2.437, 1.880, 4.765], [0.905, 5.314, 3.191], [-1.859, 5.311, 2.145], [-2.939, 2.698, 1.880], [-1.698, 0.584, 2.582], [1.390, -0.554, -1.287], [-0.119, -0.627, -0.899], [-0.364, -1.763, 0.135], [-0.318, -3.161, -0.468], [-1.271, -3.266, -1.653], [-1.026, -2.172, -2.724], [-0.952, -0.787, -2.138], [-2.264, -0.393, -1.821], [0.283, -2.517, -3.484], [-2.126, -2.293, -3.829], [-0.369, 0.727, -0.153], [1.992, -1.287, -0.740], [1.573, -0.698, -2.352], [1.823, 0.435, -1.083], [-1.347, -1.631, 0.608], [0.370, -1.702, 0.948], [0.707, -3.411, -0.773], [-0.599, -3.897, 0.291], [-1.178, -4.265, -2.100], [-2.305, -3.203, -1.278], [0.557, -1.716, -4.181], [0.166, -3.431, -4.080], [1.132, -2.707, -2.824], [-3.141, -2.211, -3.424], [-2.076, -3.267, -4.330], [-1.997, -1.522, -4.596], [-0.244, 1.583, -0.828], [0.344, 0.851, 0.673], [-1.368, 0.790, 0.295]], "mulliken_spin": [0.00, 0.00, 0.00, 0.00, 0.00, 0.00, 0.00, 0.00, 0.00, 0.00, 0.00, 0.00, 0.00, 0.00, 0.00, 0.00, 0.00, 0.01, 0.03, 0.02, -0.02, 0.02, 0.03, 0.28, 0.63, 0.01, -0.01, -0.01, 0.00, -0.01, 0.00, 0.00, 0.00, 0.00, 0.00, 0.00, 0.00, -0.01, 0.00, 0.00, 0.00, 0.00, 0.00, -0.01, 0.00, 0.00], "fmax_ev_per_a": 7.382, "orbital_gap_ev": [5.0, 5.6], "multiplicity": 2, "s_squared": 0.75, "total_charge": 1, "lumo_ev": [-6.18, -6.18]}

=====

(2)
{"formula": "C14H25N7O6P", "method": "ωB97M-V/def2-TZVPD", "species": ["O", "O", "O", "N", "N", "O", "O", "O", "C", "C", "C", "C", "C", "C", "C", "N", "N", "N", "N", "N", "C", "C", "C", "C", "C", "C", "C", "P", "H", "H", "H", "H", "H", "H", "H", "H", "H", "H", "H", "H", "H", "H", "H", "H", "H", "H", "H", "H", "H", "H", "H", "H", "H"], "xyz": [[-3.298, -2.576, 3.534], [-4.153, -2.067, -0.886], [3.549, 2.358, -5.513], [1.890, 2.622, 0.351], [0.221, 3.932, -0.447], [4.445, 1.782, -1.164], [5.321, 3.322, -3.997], [5.781, 1.361, -5.509], [-3.347, -1.360, 3.404], [-3.983, -2.152, 0.323], [1.123, 3.672, 0.569], [0.491, 3.047, -1.360], [0.061, -0.229, 1.150], [-0.259, -1.540, 1.377], [1.838, -1.228, 2.022], [1.368, -0.047, 1.563], [-4.772, -2.886, 1.114], [1.497, 2.221, -0.886], [-3.066, -0.736, 2.255], [0.861, -2.154, 1.911], [-3.744, -0.488, 4.571], [-5.917, -3.668, 0.648], [2.174, 1.196, -1.695], [3.488, 1.771, -2.218], [-1.536, -2.241, 0.975], [4.073, 0.934, -3.346], [-2.809, -1.367, 0.939], [4.668, 2.019, -4.623], [4.126, 2.370, -0.449], [6.083, 2.988, -3.510], [5.728, 1.928, -6.293], [1.178, 4.271, 1.475], [0.005, 2.968, -2.329], [-0.574, 0.518, 0.686], [2.842, -1.406, 2.400], [1.891, 0.827, 1.457], [-4.521, -2.947, 2.094], [-3.168, 0.267, 2.268], [0.922, -3.133, 2.171], [-4.664, 0.042, 4.329], [-3.915, -1.117, 5.445], [-2.951, 0.224, 4.789], [-5.581, -4.438, -0.049], [-6.627, -3.019, 0.131], [-6.417, -4.144, 1.493], [2.364, 0.293, -1.109], [1.529, 0.917, -2.535], [3.287, 2.796, -2.561], [-1.386, -2.656, -0.025], [-1.698, -3.087, 1.645], [4.894, 0.305, -2.997], [3.319, 0.296, -3.808], [-2.630, -0.563, 0.224]], "mulliken_charge": [-0.70, -0.65, -0.70, -0.90, -0.61, -0.61, -0.46, -0.52, 0.84, -0.09, -0.33, 0.10, -0.22, -0.03, -0.41, 0.17, -0.05, 0.99, -0.05, -0.02, -1.37, -0.96, -1.00, 0.43, -0.76, -0.76, -0.14, 0.82, 0.39, 0.34, 0.33, 0.42, 0.39, 0.48, 0.41, 0.25, 0.19, 0.28, 0.25, 0.35, 0.36, 0.35, 0.31, 0.31, 0.36, 0.13, 0.39, 0.33, 0.54, 0.42, 0.47, 0.36, 0.58], "fmax_ev_per_a": 3.386, "orbital_gap_ev": 9.0, "e_above_lowest_kcal_mol": 2.3, "total_charge": 1, "lumo_ev": -3.08}

=====

(3)
{"formula": "C14H26AsN5OReS4Si", "method": "ωB97M-V/def2-TZVPD", "species": ["Re", "C", "C", "C", "C", "C", "C", "N", "N", "Si", "C", "C", "C", "H", "H", "H", "H", "H", "H", "H", "H", "H", "H", "H", "H", "H", "H", "H", "S", "As", "S", "S", "S", "C", "C", "C", "N", "H", "H", "H", "H", "H", "C", "N", "C", "N", "O", "H", "H", "H", "H", "H", "H"], "xyz": [[-0.291, -0.174, -1.015], [-1.780, 3.562, -0.538], [-1.907, 2.497, 0.504], [-2.647, 2.706, 1.674], [-2.804, 1.689, 2.590], [-2.247, 0.428, 2.349], [-1.523, 0.300, 1.193], [-1.323, 1.311, 0.322], [-0.941, -0.853, 0.600], [-0.979, -2.520, 1.547], [0.061, -3.757, 0.653], [-0.213, -2.097, 3.184], [-2.776, -2.956, 1.531], [-2.755, 4.017, -0.712], [-1.421, 3.158, -1.481], [-1.118, 4.364, -0.203], [-3.108, 3.671, 1.836], [-3.380, 1.855, 3.491], [-2.404, -0.391, 3.031], [1.096, -3.442, 0.506], [-0.352, -4.108, -0.292], [0.095, -4.630, 1.315], [0.602, -1.376, 3.087], [0.216, -3.014, 3.595], [-0.916, -1.717, 3.923], [-3.151, -3.075, 0.512], [-3.416, -2.239, 2.044], [-2.900, -3.919, 2.034], [-2.483, -3.951, -3.660], [-1.432, -2.138, -3.232], [-2.188, -0.283, -2.341], [0.459, -2.007, -2.024], [-1.549, -2.797, -5.261], [4.118, -1.111, 2.070], [3.999, 0.042, 1.060], [2.691, 0.069, 0.417], [1.655, 0.076, -0.076], [5.113, -1.079, 2.507], [3.991, -2.076, 1.583], [3.391, -1.009, 2.873], [4.743, -0.046, 0.265], [4.145, 1.013, 1.540], [1.417, 1.816, -4.595], [1.726, 2.569, -3.374], [1.197, 2.307, -2.201], [1.488, 3.019, -1.114], [0.350, 1.324, -2.128], [2.015, 2.230, -5.399], [0.363, 1.915, -4.848], [1.678, 0.767, -4.467], [2.335, 3.370, -3.456], [2.070, 3.842, -1.162], [0.987, 2.845, -0.260]], "mulliken_charge": [1.67, -1.41, 0.63, -0.75, -0.90, -0.43, 0.56, -0.19, 0.48, -0.04, -1.05, -1.01, -0.95, 0.51, 0.13, 0.33, 0.54, 0.48, 0.41, 0.33, 0.31, 0.43, 0.34, 0.44, 0.39, 0.32, 0.37, 0.41, -0.05, 0.72, -0.24, -0.19, -0.06, -1.09, -0.42, 0.36, -0.58, 0.36, 0.35, 0.31, 0.32, 0.31, -0.83, -0.23, 0.68, -0.27, -0.37, 0.37, 0.30, 0.25, 0.26, 0.24, 0.18], "fmax_ev_per_a": 0.107, "orbital_gap_ev": 6.4, "e_above_lowest_kcal_mol": 0.0, "total_charge": 3, "lumo_ev": -11.15}

=====

(4)
{"formula": "C14H26BF7O2P", "method": "ωB97M-V/def2-TZVPD", "species": ["C", "C", "C", "C", "C", "C", "C", "C", "C", "O", "O", "C", "P", "C", "C", "C", "C", "F", "F", "F", "H", "H", "H", "H", "H", "H", "H", "H", "H", "H", "H", "H", "H", "H", "H", "H", "H", "H", "H", "H", "H", "H", "H", "H", "H", "H", "B", "F", "F", "F", "F"], "xyz": [[-2.557, 2.740, -1.733], [-1.024, 2.558, -1.277], [-0.755, 0.996, -1.035], [-0.910, 0.074, -2.343], [0.184, -1.131, -2.325], [-0.450, -2.582, -2.550], [-1.180, -3.215, -1.267], [-0.793, -2.553, 0.134], [0.689, -2.861, 0.636], [1.510, -3.320, -0.204], [1.139, -2.692, 2.002], [1.166, -1.296, 2.360], [2.616, -0.803, 3.500], [3.016, 1.024, 3.049], [4.173, -1.822, 3.159], [4.407, -2.241, 1.618], [-0.204, -0.805, 3.115], [0.126, -0.699, 4.512], [-1.248, -1.748, 3.047], [-0.573, 0.500, 2.723], [-3.154, 1.785, -1.471], [-2.633, 2.899, -2.859], [-2.993, 3.597, -1.114], [-0.255, 2.974, -2.006], [-0.931, 3.061, -0.240], [0.255, 0.767, -0.527], [-1.567, 0.640, -0.290], [-1.941, -0.430, -2.439], [-0.760, 0.736, -3.277], [0.859, -0.931, -3.244], [0.890, -1.079, -1.422], [0.312, -3.369, -2.918], [-1.233, -2.514, -3.397], [-1.084, -4.364, -1.220], [-2.312, -3.026, -1.408], [-0.949, -1.425, 0.198], [-1.501, -3.018, 0.922], [1.234, -0.610, 1.428], [3.937, 1.405, 3.597], [3.102, 1.050, 1.911], [2.084, 1.616, 3.373], [5.068, -1.146, 3.445], [4.254, -2.731, 3.864], [5.160, -1.505, 1.152], [3.468, -2.198, 0.979], [4.898, -3.285, 1.635], [-4.709, 6.195, -2.359], [-5.289, 6.922, -1.267], [-5.354, 4.920, -2.482], [-4.882, 6.938, -3.573], [-3.306, 6.001, -2.112]], "mulliken_charge": [-0.79, -0.64, -0.12, -0.50, -0.34, -0.81, -0.77, 0.38, 0.34, -0.53, -0.40, 0.37, -0.05, -1.01, -0.50, -0.60, 0.76, -0.26, -0.24, -0.23, 0.25, 0.21, 0.22, 0.37, 0.26, -0.06, 0.22, 0.26, 0.33, 0.37, 0.09, 0.31, 0.38, 0.34, 0.33, -0.38, 0.41, -0.12, 0.38, 0.28, 0.27, 0.31, 0.37, 0.27, 0.01, 0.25, 0.66, -0.41, -0.42, -0.41, -0.41], "fmax_ev_per_a": 5.025, "orbital_gap_ev": 8.8, "total_charge": -1, "lumo_ev": 2.13}

=====

Copy entry 4 word for word.
{"formula": "C14H26BF7O2P", "method": "ωB97M-V/def2-TZVPD", "species": ["C", "C", "C", "C", "C", "C", "C", "C", "C", "O", "O", "C", "P", "C", "C", "C", "C", "F", "F", "F", "H", "H", "H", "H", "H", "H", "H", "H", "H", "H", "H", "H", "H", "H", "H", "H", "H", "H", "H", "H", "H", "H", "H", "H", "H", "H", "B", "F", "F", "F", "F"], "xyz": [[-2.557, 2.740, -1.733], [-1.024, 2.558, -1.277], [-0.755, 0.996, -1.035], [-0.910, 0.074, -2.343], [0.184, -1.131, -2.325], [-0.450, -2.582, -2.550], [-1.180, -3.215, -1.267], [-0.793, -2.553, 0.134], [0.689, -2.861, 0.636], [1.510, -3.320, -0.204], [1.139, -2.692, 2.002], [1.166, -1.296, 2.360], [2.616, -0.803, 3.500], [3.016, 1.024, 3.049], [4.173, -1.822, 3.159], [4.407, -2.241, 1.618], [-0.204, -0.805, 3.115], [0.126, -0.699, 4.512], [-1.248, -1.748, 3.047], [-0.573, 0.500, 2.723], [-3.154, 1.785, -1.471], [-2.633, 2.899, -2.859], [-2.993, 3.597, -1.114], [-0.255, 2.974, -2.006], [-0.931, 3.061, -0.240], [0.255, 0.767, -0.527], [-1.567, 0.640, -0.290], [-1.941, -0.430, -2.439], [-0.760, 0.736, -3.277], [0.859, -0.931, -3.244], [0.890, -1.079, -1.422], [0.312, -3.369, -2.918], [-1.233, -2.514, -3.397], [-1.084, -4.364, -1.220], [-2.312, -3.026, -1.408], [-0.949, -1.425, 0.198], [-1.501, -3.018, 0.922], [1.234, -0.610, 1.428], [3.937, 1.405, 3.597], [3.102, 1.050, 1.911], [2.084, 1.616, 3.373], [5.068, -1.146, 3.445], [4.254, -2.731, 3.864], [5.160, -1.505, 1.152], [3.468, -2.198, 0.979], [4.898, -3.285, 1.635], [-4.709, 6.195, -2.359], [-5.289, 6.922, -1.267], [-5.354, 4.920, -2.482], [-4.882, 6.938, -3.573], [-3.306, 6.001, -2.112]], "mulliken_charge": [-0.79, -0.64, -0.12, -0.50, -0.34, -0.81, -0.77, 0.38, 0.34, -0.53, -0.40, 0.37, -0.05, -1.01, -0.50, -0.60, 0.76, -0.26, -0.24, -0.23, 0.25, 0.21, 0.22, 0.37, 0.26, -0.06, 0.22, 0.26, 0.33, 0.37, 0.09, 0.31, 0.38, 0.34, 0.33, -0.38, 0.41, -0.12, 0.38, 0.28, 0.27, 0.31, 0.37, 0.27, 0.01, 0.25, 0.66, -0.41, -0.42, -0.41, -0.41], "fmax_ev_per_a": 5.025, "orbital_gap_ev": 8.8, "total_charge": -1, "lumo_ev": 2.13}